# C36H108N6O15

15 unconnected molecules or ions with the total composition C36H108N6O15 in a non-equilibrium geometry (ωB97M-V/def2-TZVPD, OMol25).

Structure (XYZ):
```
165
Properties=species:S:1:pos:R:3:forces:R:3
H 3.6990 3.3606 -2.3616 0.3 0.4 0.6
H -4.4093 1.0249 -3.8933 -0.8 0.0 -0.1
H 0.4386 -1.3323 3.7325 0.7 0.2 0.1
C 3.4226 1.3244 -5.1313 -1.1 -0.8 -0.8
H -5.2164 1.1795 -1.4554 0.1 -0.1 -0.3
H 1.6330 -4.1993 2.2807 -0.4 -0.2 -0.3
H -0.7869 -2.1099 -1.2877 0.0 -0.3 0.3
H 1.0231 -0.7881 -3.4831 -0.2 0.3 0.3
C 6.4145 -2.4386 -1.4724 0.6 -0.6 0.5
H -5.0129 5.8751 3.4786 0.3 0.5 0.1
C 0.5559 -3.3419 3.9299 -0.1 2.5 0.6
H -0.1717 -5.4019 -1.4552 0.1 0.3 -0.3
O -5.6366 2.1939 2.1530 -0.4 0.3 -0.4
C 7.0984 -1.1079 -1.2550 1.1 -0.7 0.1
N 1.4800 -1.4492 -2.8628 -1.3 -1.0 0.4
H 1.6476 -1.9515 -0.8834 -0.1 -0.1 0.2
H -5.5840 -3.7502 0.4302 0.2 -0.5 0.2
C -3.7711 -0.7147 4.0016 -0.3 -0.3 -0.3
H 5.7908 -0.1582 1.5054 0.1 0.0 0.1
H -1.6151 3.7935 -1.8613 -0.2 0.2 0.0
O 0.4284 0.2195 2.6410 0.1 -0.1 -0.2
H -3.0932 -2.8645 -4.6597 -0.1 0.2 0.3
C -5.1400 1.6734 0.9460 -0.7 -0.8 -0.3
C -7.0648 4.3844 3.4449 -0.4 0.2 0.2
H 3.5582 0.7936 -6.0754 0.4 0.2 -0.1
O 2.1003 -6.6667 0.5413 0.5 -0.3 -0.9
H 2.3972 1.0557 -4.8626 -0.3 0.5 0.1
H -7.6645 3.5853 3.0095 0.2 -0.2 0.0
H 2.9499 0.0272 -1.4705 0.1 0.0 0.3
C 1.5648 -3.2425 2.8086 1.2 -1.5 0.3
H 6.6169 -3.0193 0.6024 0.0 0.3 0.1
H -4.7806 4.0624 1.7004 -0.2 0.0 -0.3
H 1.3208 -2.4755 2.0694 -0.1 0.3 0.1
H 1.4940 0.9730 -1.7717 -0.2 0.0 -0.1
H -2.9248 -1.6953 6.3867 0.1 -0.2 0.1
H -3.4496 0.3715 5.7601 0.3 0.3 0.2
H -1.5823 2.6856 3.8373 0.1 -0.5 0.4
H 0.1779 -0.1249 1.7737 0.3 -0.1 -0.1
H 0.8606 -7.4729 -0.8943 0.0 -0.1 0.0
H -4.8917 -1.8022 -3.4921 0.2 0.3 0.5
H 1.6147 6.0587 -2.8704 -0.6 -0.4 -0.2
H -0.3029 2.8082 0.5584 0.1 -0.2 -0.1
H -0.6745 -4.6240 2.8536 -0.4 -0.4 0.0
H -0.2786 4.6566 3.9199 -0.1 -0.5 0.1
H -1.6265 -2.5783 -5.5240 0.3 -0.3 0.0
C -2.0225 -2.7175 -4.5171 -0.1 -0.6 -0.4
H 2.5803 4.0489 -3.3919 -0.8 0.3 0.0
N 0.4709 -1.9878 4.5107 -0.4 0.5 0.0
H -3.3271 -1.4638 3.3444 0.3 0.2 -0.1
H 2.0983 7.0488 -0.1243 -0.2 0.5 0.2
O 4.0950 -0.5913 -3.7744 0.9 0.1 -0.7
H 3.6763 7.7340 -1.8531 0.3 -0.1 0.7
H 3.0417 -6.5299 0.4045 0.1 -0.1 0.3
C 4.2962 0.7756 -4.0585 0.1 0.5 0.8
H -3.3125 -4.4985 1.5228 -0.1 0.1 0.2
N 2.7725 8.1876 -1.7544 0.5 -1.1 -0.5
C -2.0055 2.8982 -1.3733 0.7 -0.6 0.3
H -0.4794 -1.8446 4.8384 0.1 -0.4 0.7
C -4.4237 0.1606 -3.2294 0.1 -1.2 -0.1
H 2.0826 3.2352 -1.8148 -0.5 0.1 -0.3
H 0.8760 5.3074 -1.3562 -0.3 0.0 -0.3
C -1.1035 3.5412 0.7023 0.3 -0.2 -0.4
H -4.1879 0.1212 3.4364 0.2 0.1 -0.2
H 9.7514 -4.5577 0.4873 0.4 0.5 0.1
C 1.7032 5.8674 -1.7972 1.2 0.7 0.1
H -1.3725 0.5623 -4.2326 -0.1 -0.1 0.0
H 1.8236 0.4341 -0.1124 0.3 0.1 0.0
H 0.8289 3.9764 2.6845 0.0 -0.1 0.2
H 0.9202 -3.9590 4.7521 0.0 -0.6 -0.4
H 4.7050 -0.5123 0.5015 0.0 -0.2 -0.2
H -0.2902 7.2709 -0.9164 -0.3 0.1 -0.1
H -5.5448 2.1801 0.0661 -0.1 0.4 0.2
H 3.8951 -2.5062 1.5510 -0.7 0.6 0.3
H 4.3453 -2.9470 -1.5144 0.3 -0.3 -0.2
C -1.2632 3.6975 2.2095 -0.4 0.7 0.5
H 4.9002 -1.5630 -2.2252 -1.1 0.1 0.0
H 3.1849 -0.7672 -3.4921 -0.4 -0.2 0.2
H -1.6196 -4.8855 -4.2320 -0.3 0.1 -0.1
O -2.2736 3.1074 0.0021 -0.4 0.0 0.4
H 3.5223 2.4002 -5.2690 0.0 0.0 0.0
O -3.3284 -4.9267 -0.4793 -0.1 -0.3 -0.4
H 4.8415 -2.9429 2.9250 0.0 -0.3 0.2
C 8.8769 -3.9693 0.7663 0.3 -1.0 -0.7
H -4.0546 1.6513 0.8304 0.1 0.2 0.4
C -0.1353 4.4558 2.8585 0.9 1.0 -0.8
H -1.5348 -3.9042 4.2166 0.0 0.3 0.0
H 2.5438 8.2382 -2.7431 -0.5 0.4 -0.1
H -2.5638 -3.2846 0.4777 0.2 0.0 0.2
H -2.0730 0.6691 0.1026 0.1 0.1 -0.1
H -3.9729 2.9733 2.8478 0.4 0.6 0.0
H 6.7564 -0.7387 -0.2903 0.1 0.6 -0.3
N -4.8738 5.1725 4.1971 0.6 0.6 -0.4
H -0.8436 -0.4286 -1.7139 0.1 0.2 -0.2
H -2.4662 -1.0810 -0.0392 -0.7 0.2 0.2
H -4.8347 -2.4516 1.2768 0.5 0.0 0.1
H 4.0773 1.3556 -3.1578 0.3 0.1 0.2
H -7.5055 4.6462 4.4090 -0.2 0.0 0.0
H -5.5091 0.6480 0.8903 0.1 -0.1 0.0
H 5.3289 0.9843 -4.3404 0.2 -0.5 0.3
H -4.9285 -0.5333 -1.2872 0.1 0.0 0.0
H 3.9150 -4.1497 1.9549 0.1 -0.5 0.3
H -5.3602 5.5214 5.0132 0.1 0.1 0.1
H -1.9622 0.3137 4.7663 -0.3 0.2 -0.4
C -0.8100 -3.7012 3.4295 0.1 -1.8 -1.1
H 2.1555 -6.4797 -1.5975 0.3 -0.3 0.2
C 1.9145 0.1676 -1.1658 -1.0 -0.8 0.4
N 4.9881 -2.1725 -1.4184 0.1 0.6 0.0
O -0.4506 0.6697 -3.9837 0.0 0.1 0.0
C -1.8537 -0.3343 0.4739 -0.5 -0.6 0.3
H -2.0134 -0.3728 1.5523 -0.3 0.0 0.0
H -0.1496 0.9873 2.7630 0.0 0.4 0.1
C 1.1451 -1.1688 -1.4559 2.2 1.7 0.3
C 0.4667 7.9554 -1.3084 -0.8 -0.8 1.2
H -1.8547 -3.8968 -2.7572 -0.3 -0.4 0.0
H 7.0230 -0.4411 -2.1138 -0.6 0.3 0.3
H -0.0693 5.4567 2.4250 0.0 0.0 -0.2
H -1.8090 -1.7938 -3.9799 -0.2 -0.1 0.2
C -1.4397 -3.9164 -3.7671 0.0 0.8 0.0
H -0.7580 4.4444 0.1930 0.0 0.4 0.4
O 8.1561 -3.8769 -0.4764 0.6 0.4 0.9
H -3.3676 0.0842 -2.9513 0.2 -0.3 0.2
H -1.2431 2.1192 -1.4713 0.3 0.0 -0.1
H 0.4634 -4.4652 -3.9453 -0.1 0.0 0.0
H 6.7669 -2.7802 -2.4502 -0.2 -0.5 -0.1
O -0.0416 -3.7173 -3.6188 0.5 -0.2 -0.1
H -7.1914 5.2685 2.8165 0.2 0.0 -0.2
H -1.1998 -2.9974 2.6924 0.0 0.4 0.3
H 8.4558 -4.5958 1.5573 -0.9 0.0 -0.2
H 6.1876 -4.3372 -0.4228 -0.3 -0.1 -0.2
H 8.1701 -1.3165 -1.2116 0.1 0.1 0.3
H 0.4089 8.8517 -0.6926 0.2 0.1 -0.2
H -0.0400 1.0801 -4.7497 0.1 0.1 -0.1
H 0.0934 -5.2234 0.2445 0.3 0.1 0.2
H -4.6406 -1.2227 4.4249 0.0 0.0 0.3
O -0.5390 -0.7438 0.2784 1.3 -0.4 -0.8
H -5.6173 3.2959 4.5157 0.1 -0.1 0.0
O -4.8432 -0.9841 -3.9923 0.3 0.8 -0.9
N -1.3343 2.4138 2.8928 -0.6 -0.4 -0.3
O -2.2467 -1.3302 5.8111 -0.6 0.1 0.2
H -4.6928 -2.6397 -0.4743 0.3 0.2 0.0
O 2.9084 5.1194 -1.6015 -0.6 0.3 -0.5
C 6.8222 -3.4462 -0.3833 -0.6 -0.1 0.2
C -5.2678 0.2302 -1.9906 -0.2 0.3 0.8
H 0.9360 -2.2979 -3.0237 0.6 -0.1 -0.7
O 4.8809 0.0371 1.2730 -0.1 0.2 0.1
C 1.4705 -6.5801 -0.7547 -0.6 0.7 1.1
C 1.7980 7.2463 -1.1547 0.4 0.5 -0.6
O 2.8660 -3.0708 3.3758 -0.2 0.8 -0.5
C -5.6021 4.0421 3.7172 -1.3 -1.7 -0.4
C 0.6184 -5.3191 -0.7054 -0.5 -0.6 -0.6
C -0.3174 -1.1447 -1.0753 -0.4 0.7 -0.5
H -2.1562 4.2405 2.5327 -0.3 0.3 -0.9
H -2.1705 1.9682 2.5274 -0.1 -0.4 0.1
H 9.1434 -3.0284 1.2487 0.0 0.3 -0.5
H -2.5478 -5.4535 -0.2878 0.0 -0.2 -0.2
C 2.7632 3.9225 -2.3221 1.3 -1.1 0.1
C -4.9435 3.3564 2.5196 0.9 0.1 1.1
H 1.2621 -4.4655 -0.9144 -0.3 0.2 0.2
H -6.3194 0.0011 -2.1625 0.0 0.2 -0.4
C -3.3991 -3.9855 0.5623 0.2 0.6 0.8
C 3.8975 -3.1625 2.4273 0.3 -0.2 -0.3
H -2.8625 2.4955 -1.9121 -0.4 0.4 0.3
C -2.8390 -0.2437 5.0952 0.1 -0.3 0.3
H 0.1812 8.1848 -2.3347 0.3 0.0 -0.1
C -4.6584 -3.1727 0.4789 -1.2 0.1 -0.8
```
Forces are in eV/Å.

Output
* HOMO: -7.69 eV
* Kohn-Sham gap: 0.2835 Ha
* lowest unoccupied orbital energy: 0.0 eV
* relative energy (zero: lowest compared OMol25 entry of this formula, charge and spin): 0.0 kcal per mole